[1]
{"formula": "C7H12O3", "method": "the ωB97M-V functional and the def2-TZVPD basis", "multiplicity": 1, "orbital_gap_ev": 9.27, "e_homo_ev": -9.0, "de_lowest_kcal_mol": 83.7, "lumo_energy_ev": 0.2, "species": ["C", "O", "C", "C", "C", "C", "O", "C", "C", "H", "H", "H", "H", "H", "H", "H", "H", "H", "H", "O", "H", "H"], "coordinates": [[3.345, 0.756, 0.358], [2.216, -0.025, 0.673], [1.107, 0.194, -0.162], [0.078, -0.932, -0.006], [-1.282, -0.255, 0.024], [-2.151, -0.561, -1.179], [-2.766, -1.794, -1.034], [-1.002, 1.177, 0.256], [0.314, 1.434, 0.176], [4.116, 0.532, 1.103], [3.727, 0.505, -0.646], [3.123, 1.835, 0.394], [1.448, 0.259, -1.214], [0.152, -1.724, -0.762], [0.245, -1.431, 0.961], [-2.926, 0.244, -1.156], [-1.568, -0.433, -2.110], [-1.794, 1.906, 0.427], [0.771, 2.420, 0.275], [-2.399, -1.064, 1.306], [-1.811, -1.190, 2.077], [-2.944, -1.852, 0.240]], "forces_ev_per_a": [[0.2, 0.2, -0.1], [0.0, -0.2, 0.3], [-0.1, 0.2, -0.2], [-0.1, -0.9, 0.9], [-0.5, -1.2, 0.2], [-1.7, 0.7, 1.1], [-0.4, -0.8, 3.1], [0.2, 0.2, 0.8], [-0.6, 0.0, 0.0], [-0.2, 0.0, -0.2], [-0.1, 0.1, 0.2], [0.1, -0.2, 0.0], [-0.1, 0.0, 0.2], [-0.2, 0.3, 0.1], [0.2, 0.2, -0.2], [0.3, -0.2, -0.4], [0.0, -0.3, 0.3], [0.3, -0.2, -0.1], [-0.2, -0.3, -0.1], [2.1, 1.9, -1.4], [-0.4, -0.2, -0.6], [1.3, 0.6, -3.9]]}


[2]
{"formula": "C26H36BrF10N6", "method": "the ωB97M-V functional and the def2-TZVPD basis", "multiplicity": 1, "orbital_gap_ev": 6.78, "e_homo_ev": -9.8, "charge": 1, "lumo_energy_ev": -3.0, "species": ["C", "C", "C", "C", "C", "N", "C", "N", "C", "C", "F", "C", "C", "C", "Br", "N", "C", "N", "C", "C", "C", "F", "F", "C", "F", "F", "C", "F", "F", "C", "F", "F", "F", "H", "H", "H", "H", "H", "H", "H", "H", "H", "H", "H", "H", "H", "H", "H", "H", "H", "H", "H", "H", "H", "H", "H", "H", "H", "H", "N", "C", "C", "C", "C", "H", "H", "H", "H", "H", "N", "C", "C", "C", "C", "H", "H", "H", "H", "H"], "coordinates": [[-4.149, -0.298, 0.996], [-3.887, -1.755, 0.540], [-3.418, -1.941, -0.949], [-3.022, -0.622, -1.692], [-1.660, -0.046, -1.180], [-0.491, -0.728, -1.718], [0.248, -0.650, -2.866], [0.074, 0.182, -3.888], [1.008, -0.002, -5.025], [2.410, 0.603, -4.755], [2.856, 1.358, -5.822], [-0.918, 1.245, -4.043], [-2.228, 0.758, -4.769], [-3.474, 1.554, -4.281], [-2.063, 1.144, -6.720], [1.244, -1.569, -2.884], [1.125, -2.261, -1.747], [0.105, -1.757, -1.070], [-0.211, -2.401, 0.218], [0.904, -2.249, 1.288], [0.755, -1.004, 2.200], [-0.296, -0.207, 1.902], [0.526, -1.465, 3.474], [2.078, -0.179, 2.310], [1.995, 0.623, 3.386], [3.106, -1.010, 2.570], [2.431, 0.628, 1.007], [1.542, 0.450, -0.004], [3.615, 0.183, 0.549], [2.560, 2.172, 1.226], [2.807, 2.719, 0.032], [1.418, 2.709, 1.633], [3.578, 2.477, 2.040], [-4.774, -0.356, 1.908], [-3.233, 0.230, 1.324], [-4.726, 0.302, 0.279], [-4.849, -2.292, 0.629], [-3.185, -2.300, 1.198], [-2.573, -2.643, -1.073], [-4.245, -2.363, -1.550], [-2.958, -0.909, -2.759], [-3.818, 0.137, -1.650], [-1.616, 1.050, -1.252], [-1.685, -0.228, -0.092], [1.043, -1.054, -5.350], [0.606, 0.542, -5.899], [2.338, 1.262, -3.869], [3.148, -0.176, -4.500], [-1.125, 1.834, -3.142], [-0.478, 1.965, -4.756], [-2.344, -0.332, -4.723], [-3.779, 2.330, -5.000], [-4.342, 0.884, -4.157], [-3.240, 2.069, -3.334], [1.717, -3.103, -1.399], [-1.166, -2.099, 0.666], [-0.304, -3.483, 0.015], [1.928, -2.255, 0.880], [0.838, -3.140, 1.941], [0.414, -4.179, 4.677], [1.046, -4.678, 5.782], [0.954, -6.045, 5.740], [0.242, -6.386, 4.561], [-0.076, -5.215, 3.925], [0.321, -3.205, 4.451], [1.505, -4.020, 6.501], [1.353, -6.725, 6.474], [-0.008, -7.377, 4.220], [-0.609, -5.029, 3.005], [2.939, 5.737, 2.211], [1.687, 6.269, 2.372], [1.826, 7.606, 2.635], [3.215, 7.896, 2.625], [3.875, 6.726, 2.358], [3.142, 4.775, 2.018], [0.808, 5.651, 2.286], [1.021, 8.300, 2.812], [3.677, 8.855, 2.794], [4.926, 6.512, 2.262]], "forces_ev_per_a": [[0.0, -0.5, 1.0], [-0.2, -0.3, -0.7], [-0.3, 0.9, -0.5], [0.4, -0.8, -0.4], [-1.7, 0.0, 0.8], [0.8, 0.0, -0.8], [-0.1, 0.2, -0.2], [0.4, 0.2, -0.6], [0.3, 0.3, -1.0], [-0.1, -0.4, 1.1], [-0.2, -0.3, 0.1], [-0.4, 0.1, -1.2], [-0.2, 1.0, 0.1], [0.0, -0.3, 0.0], [0.1, -0.4, 0.4], [0.2, -0.5, 0.4], [-0.9, 2.1, -1.8], [0.2, -2.3, 2.8], [0.0, -0.3, 0.9], [-0.3, 0.3, -0.1], [0.6, -1.1, 0.6], [0.3, 0.0, -0.2], [0.0, 0.4, -0.3], [-0.3, 0.0, 0.3], [-0.3, 0.4, -0.5], [-0.4, -0.3, -0.3], [0.8, 0.6, 0.2], [-0.3, -0.2, 0.5], [-0.2, 0.2, 0.0], [0.3, 0.1, -0.8], [0.3, -0.1, -0.1], [-0.1, -0.2, 0.7], [-0.7, -0.3, -0.1], [0.3, 0.1, -0.4], [-0.4, -0.1, -0.4], [0.3, -0.2, 0.1], [0.5, 0.1, 0.0], [-0.3, 0.5, 0.0], [-0.4, 0.1, 0.3], [0.4, 0.0, 0.4], [0.2, 0.3, 0.4], [0.4, -0.2, 0.2], [0.4, -0.5, -0.4], [0.4, 0.1, -0.5], [0.1, 0.4, 0.5], [0.0, -0.1, 0.6], [0.0, -0.1, -0.4], [-0.2, 0.3, -0.4], [0.1, -0.6, 0.0], [0.0, -0.2, 0.6], [0.0, 0.4, 0.1], [0.3, -0.3, 0.3], [0.4, 0.3, 0.1], [-0.3, -0.3, -0.2], [-0.1, 0.3, -0.2], [0.3, 0.1, -0.5], [-0.1, 0.5, -0.1], [-0.5, -0.1, -0.1], [0.1, 0.5, -0.2], [0.1, 0.0, 0.0], [0.0, 0.0, 0.0], [0.0, 0.1, 0.0], [0.0, 0.0, -0.1], [0.0, 0.1, 0.0], [0.0, -0.1, 0.1], [0.0, 0.0, 0.0], [0.0, 0.0, 0.0], [0.0, 0.0, 0.0], [-0.1, -0.1, 0.1], [-0.1, 0.2, 0.0], [0.0, -0.1, 0.0], [-0.1, 0.0, 0.0], [0.1, 0.0, 0.0], [0.1, -0.1, 0.0], [0.1, 0.1, 0.0], [0.0, 0.0, 0.0], [0.0, 0.0, 0.0], [0.0, 0.0, 0.0], [0.0, 0.0, 0.0]]}


[3]
{"formula": "C33H38CoN5O2S", "method": "the ωB97M-V functional and the def2-TZVPD basis", "multiplicity": 5, "orbital_gap_ev": [7.51, 5.57], "e_homo_ev": [-13.4, -13.4], "charge": 2, "lumo_energy_ev": [-5.9, -7.8], "species": ["Co", "O", "C", "O", "C", "C", "C", "C", "C", "C", "C", "C", "C", "N", "H", "H", "H", "H", "H", "H", "C", "C", "C", "C", "C", "C", "C", "C", "S", "C", "N", "C", "C", "C", "C", "C", "C", "C", "C", "H", "H", "H", "H", "H", "H", "H", "H", "H", "H", "H", "H", "H", "H", "H", "H", "N", "C", "C", "C", "N", "C", "C", "N", "C", "H", "H", "H", "H", "H", "H", "H", "H", "H", "H", "H", "H", "H", "H", "H", "H"], "coordinates": [[-0.076, -0.635, 0.091], [-3.270, -0.125, 2.233], [-2.177, -0.466, 1.825], [-1.387, 0.307, 1.126], [-1.696, -1.888, 2.009], [-2.351, -2.786, 2.857], [-1.871, -4.066, 2.931], [-0.754, -4.452, 2.159], [-0.212, -5.761, 2.191], [0.870, -6.075, 1.423], [1.468, -5.099, 0.591], [0.971, -3.828, 0.536], [-0.153, -3.487, 1.318], [-0.655, -2.220, 1.270], [-3.203, -2.443, 3.426], [-2.343, -4.795, 3.578], [-0.670, -6.502, 2.834], [1.283, -7.074, 1.450], [2.333, -5.366, 0.000], [1.443, -3.072, -0.084], [0.102, 0.534, 7.640], [-0.351, 0.208, 6.217], [-1.366, 1.275, 5.778], [-1.030, -1.169, 6.222], [0.818, 0.173, 5.230], [2.155, 0.296, 5.647], [3.207, 0.266, 4.754], [2.917, 0.100, 3.406], [4.013, 0.054, 2.063], [2.679, -0.154, 1.013], [1.503, -0.195, 1.578], [1.599, -0.038, 2.961], [0.556, 0.006, 3.880], [2.768, -0.282, -0.439], [3.966, -0.256, -1.143], [3.963, -0.363, -2.526], [2.766, -0.500, -3.210], [1.560, -0.528, -2.512], [1.563, -0.430, -1.132], [-0.768, 0.568, 8.295], [0.596, 1.506, 7.696], [0.778, -0.225, 8.038], [-2.172, 1.338, 6.510], [-1.820, 1.043, 4.812], [-0.895, 2.257, 5.707], [-1.898, -1.156, 6.883], [-0.344, -1.942, 6.574], [-1.369, -1.447, 5.222], [2.379, 0.429, 6.694], [4.227, 0.375, 5.098], [-0.467, -0.062, 3.544], [4.904, -0.145, -0.612], [4.898, -0.336, -3.069], [2.761, -0.586, -4.289], [0.643, -0.639, -3.075], [-3.156, 1.658, -0.015], [-3.738, 1.409, -1.377], [-2.993, 2.258, -2.402], [-1.656, 1.666, -2.844], [-0.682, 1.648, -1.731], [-1.903, 0.265, -3.393], [-2.555, -0.720, -2.426], [-1.553, -1.318, -1.476], [-3.793, -0.082, -1.764], [-3.272, 2.635, 0.258], [-2.144, 1.446, 0.038], [-3.597, 1.116, 0.742], [-4.766, 1.766, -1.299], [-2.868, 3.278, -2.024], [-3.622, 2.346, -3.290], [-1.291, 2.279, -3.673], [-0.539, 2.597, -1.392], [0.227, 1.366, -2.086], [-0.988, -0.161, -3.809], [-2.579, 0.369, -4.246], [-2.919, -1.559, -3.019], [-0.864, -1.791, -2.061], [-2.025, -2.074, -0.982], [-4.170, -0.689, -0.935], [-4.569, -0.131, -2.531]], "forces_ev_per_a": [[0.2, 0.2, 0.1], [-0.1, 0.1, 0.0], [-0.2, -0.1, -0.3], [0.3, -0.4, 0.5], [-0.1, 0.0, 0.1], [0.0, 0.1, 0.0], [0.0, 0.0, 0.0], [0.0, 0.0, 0.0], [0.0, 0.0, 0.0], [0.0, 0.0, 0.0], [0.0, 0.0, 0.0], [0.0, 0.0, 0.0], [0.0, 0.0, 0.1], [0.1, -0.1, -0.2], [0.0, 0.0, 0.0], [0.0, 0.0, 0.0], [0.0, 0.0, 0.0], [0.0, 0.0, 0.0], [0.0, 0.0, 0.0], [0.0, 0.0, 0.0], [0.0, 0.0, 0.0], [0.0, 0.0, 0.0], [0.0, 0.0, 0.0], [0.0, 0.0, 0.0], [0.0, 0.0, 0.0], [0.0, 0.0, 0.0], [0.0, 0.0, 0.0], [0.0, 0.0, 0.0], [0.0, 0.0, 0.0], [0.0, 0.0, 0.0], [0.0, 0.1, -0.2], [-0.1, 0.0, 0.0], [0.0, 0.0, 0.0], [0.0, 0.0, 0.0], [0.0, 0.0, 0.0], [0.0, 0.0, 0.0], [0.0, 0.0, 0.0], [0.1, -0.1, 0.0], [0.1, -0.1, -0.1], [0.0, 0.0, 0.0], [0.0, 0.0, 0.0], [0.0, 0.0, 0.0], [0.0, 0.0, 0.0], [0.0, 0.0, 0.0], [0.0, 0.0, 0.0], [0.0, 0.0, 0.0], [0.0, 0.0, 0.0], [0.0, 0.0, 0.0], [0.0, 0.0, 0.0], [0.0, 0.0, 0.0], [0.0, 0.0, 0.0], [0.0, 0.0, 0.0], [0.0, 0.0, 0.0], [0.0, 0.0, 0.0], [0.1, 0.0, 0.0], [-0.3, 0.6, -0.2], [0.0, 0.0, 0.0], [0.0, 0.0, 0.0], [-0.1, 0.0, 0.1], [0.0, 0.0, 0.1], [0.0, -0.1, -0.1], [0.1, 0.3, 0.2], [0.1, 0.0, 0.1], [0.2, 0.0, 0.1], [-0.1, 0.1, -0.2], [-0.3, -0.1, 0.0], [0.1, -0.2, 0.0], [0.0, -0.1, -0.1], [0.0, 0.0, 0.0], [0.0, 0.0, 0.0], [0.0, 0.0, 0.0], [0.0, 0.0, 0.0], [-0.1, 0.1, 0.0], [-0.1, 0.0, 0.0], [0.0, 0.0, 0.0], [-0.1, 0.0, 0.0], [-0.1, -0.1, 0.0], [0.0, 0.0, 0.0], [0.1, 0.0, 0.0], [-0.1, 0.0, 0.0]]}